Record 1
A 3-piece molecular cluster, C6H13ClFN2O2 overall, computed with wB97M-V/def2-TZVPD.

Computed properties:
**E_HOMO**: -14.36 eV
**Calculated total energy**: -1056.21250 Eh
**HOMO-LUMO gap**: 11.312 eV
**Energy relative to the best compared isomer or geometry (same formula, charge and spin)**: 0.9000 eV
**Net charge**: +1

Atoms and positions in Å:
H (-0.976, -2.944, 0.474)
C (-0.361, -1.531, -1.165)
H (-0.549, 0.858, 0.672)
H (1.436, 2.228, -1.032)
H (-0.133, 0.677, 2.412)
H (-0.994, 1.905, -1.027)
C (-0.944, -1.897, 0.261)
H (2.576, 3.457, 0.086)
H (-0.555, -1.848, 2.366)
O (-5.470, -1.124, 0.106)
N (-0.608, 0.148, 1.674)
Cl (0.263, 4.087, -0.102)
C (-0.726, -0.067, -1.602)
H (-0.968, 0.036, -2.674)
F (1.399, 2.028, 0.958)
C (-4.817, -0.350, -0.391)
H (-1.993, -1.555, 0.206)
C (-0.213, -1.349, 1.453)
O (-4.046, 0.405, -0.859)
H (0.858, -1.356, 1.316)
N (-0.787, 0.919, -0.778)
H (-0.813, -2.124, -2.063)
C (1.564, 2.888, -0.100)
H (-1.721, 0.096, 1.777)
H (0.649, -1.747, -1.136)



Record 2
A 2-piece molecular cluster, C6H13ClSi overall, computed with wB97M-V/def2-TZVPD.

Computed properties:
**E_HOMO (alpha / beta)**: -6.49 / -5.68 eV
**Calculated total energy**: -985.87220 Eh
**HOMO-LUMO gap (alpha / beta)**: 4.995 / 3.313 eV
**Energy relative to the best compared isomer or geometry (same formula, charge and spin)**: 6.8450 eV
**Net charge**: 0

Atoms and positions in Å:
Si (0.109, -0.167, 0.142)
Cl (1.380, -1.801, -0.228)
H (0.902, 0.757, -2.062)
H (0.201, 3.136, -1.845)
H (-0.290, 3.214, -0.310)
H (-0.463, -0.357, 2.692)
H (2.619, 2.255, -1.737)
C (-0.485, 0.319, 1.900)
C (0.807, 1.198, -1.027)
H (-1.226, 2.118, -1.490)
H (-2.775, -2.599, 0.366)
C (-0.198, 2.436, -1.170)
H (-0.776, -5.074, 0.233)
H (-1.376, 0.913, 1.832)
C (-1.697, -4.498, 0.445)
C (2.240, 1.814, -0.761)
H (-2.460, -5.118, 1.061)
H (2.207, 2.558, 0.024)
H (3.010, 1.002, -0.574)
H (0.222, 1.143, 2.417)
C (-1.949, -3.249, 0.093)



Record 3
C6H13CuMgO5 as an isolated structure, computed with wB97M-V/def2-TZVPD.

Computed properties:
**E_HOMO (alpha / beta)**: -14.90 / -18.06 eV
**Calculated total energy**: -2452.48244 Eh
**2S+1**: 3
**HOMO-LUMO gap (alpha / beta)**: 6.621 / 7.764 eV
**Energy relative to the best compared isomer or geometry (same formula, charge and spin)**: 0.7005 eV
**Net charge**: +2

Atoms and positions in Å:
O (-2.939, 0.404, -0.165)
Cu (-1.102, 0.850, -0.714)
H (-3.716, 2.280, 0.082)
O (2.787, 0.134, -0.294)
H (-2.708, -0.900, 1.416)
H (-2.340, -1.958, -1.452)
H (-1.819, -2.727, 0.065)
H (-3.976, -1.349, 0.231)
H (2.723, -0.127, 1.744)
H (-3.877, 1.198, 1.508)
C (2.619, -0.709, 0.821)
O (0.258, 0.654, 0.790)
C (0.236, -0.637, 0.931)
H (3.365, -1.509, 0.784)
C (-1.952, -1.758, -0.441)
H (-0.426, -1.037, 1.709)
H (3.154, 0.225, -2.306)
H (2.158, -1.179, -1.790)
O (1.361, -1.350, 0.805)
C (3.023, -0.549, -1.544)
O (-0.725, -1.068, -0.553)
C (-2.963, -0.937, 0.345)
C (-3.926, 1.257, 0.412)
H (-4.921, 0.953, 0.063)
H (3.944, -1.138, -1.458)
Mg (1.585, 1.809, -0.271)



Record 4
An isolated ion of composition C6H13F2N2 and charge +1, computed with wB97M-V/def2-TZVPD.

Computed properties:
**E_HOMO**: -13.37 eV
**Calculated total energy**: -545.29134 Eh
**HOMO-LUMO gap**: 10.337 eV
**Structure (SMILES)**: CN(C)C(=C(F)F)[NH+](C)C
**Energy relative to the best compared isomer or geometry (same formula, charge and spin)**: 3.8398 eV
**Net charge**: +1

Atoms and positions in Å:
H (-1.933, 1.248, -2.333)
H (-1.316, -1.489, -2.452)
C (1.965, -0.647, 0.758)
H (2.422, -0.660, -0.177)
C (-1.590, -0.465, 0.809)
C (0.599, 0.746, 2.352)
H (1.339, -1.561, 0.808)
C (-0.393, -1.213, -2.002)
C (-0.587, -0.051, 0.065)
H (-0.097, 1.514, 2.640)
N (0.807, 0.395, 0.948)
H (1.544, 1.087, 2.552)
C (-0.942, 1.263, -1.902)
H (1.098, 1.346, 0.551)
H (0.302, -0.102, 2.884)
H (-0.742, 2.046, -1.212)
N (-0.462, 0.026, -1.289)
H (0.389, -1.174, -2.625)
H (-0.213, -1.948, -1.345)
H (-0.384, 1.398, -2.772)
H (2.696, -0.509, 1.542)
F (-2.730, -0.740, 0.119)
F (-1.772, -0.510, 2.082)



Record 5
A 2-piece molecular cluster, C6H13F2NO2S overall, computed with wB97M-V/def2-TZVPD.

Computed properties:
**E_HOMO (alpha / beta)**: -9.08 / -8.95 eV
**Calculated total energy**: -1039.41662 Eh
**HOMO-LUMO gap (alpha / beta)**: 7.814 / 8.325 eV
**Energy relative to the best compared isomer or geometry (same formula, charge and spin)**: 1.4517 eV
**Net charge**: 0

Atoms and positions in Å:
H (-0.927, -0.194, 1.248)
H (0.690, 0.724, 1.873)
H (2.146, 2.553, -0.385)
C (-0.989, 2.010, 1.432)
H (2.053, -0.332, 0.162)
O (-2.018, 0.927, -1.424)
H (-1.667, -2.886, -1.955)
H (-1.325, -4.284, -0.797)
C (-1.061, -3.229, -1.085)
H (-1.972, 1.921, 0.726)
F (-0.707, -2.333, 1.237)
S (-0.820, 0.128, -1.229)
N (0.336, 0.769, -0.153)
F (-2.656, -2.198, 0.249)
H (1.842, 0.360, -1.394)
C (-0.167, 0.747, 1.177)
H (-1.308, 2.131, 2.388)
C (-1.321, -2.247, 0.020)
C (2.582, 1.723, 0.076)
H (3.558, 1.568, -0.132)
C (1.773, 0.494, -0.363)
H (-0.049, -3.141, -1.360)
H (-0.434, 2.960, 1.006)
O (-0.139, -0.195, -2.479)
H (2.579, 2.025, 1.163)



Record 6
A 2-piece molecular cluster, C6H13F3O2Si overall, computed with wB97M-V/def2-TZVPD.

Computed properties:
**E_HOMO**: -9.83 eV
**Calculated total energy**: -976.01204 Eh
**HOMO-LUMO gap**: 10.041 eV
**Structure (SMILES)**: CC(=O)C(F)(F)F.C[Si](C)(C)O
**Net charge**: 0

Atoms and positions in Å:
C (1.853, 1.493, 3.366)
H (-1.901, 1.047, -2.624)
H (-1.729, 2.302, -1.261)
H (-0.065, -1.297, -3.158)
H (2.080, 1.105, 4.301)
H (2.258, 2.464, 3.396)
C (0.359, 1.724, 3.098)
O (-0.098, 2.135, 2.067)
H (-1.856, 0.625, 0.772)
H (2.229, 0.788, 2.687)
F (-1.811, 1.748, 4.088)
H (-2.213, -0.962, 0.251)
F (-0.218, 1.912, 5.511)
O (0.985, 0.841, -0.283)
H (-0.512, 2.106, -2.426)
C (-1.246, 1.616, -1.833)
H (1.219, 1.719, -0.095)
H (-1.195, -0.853, 1.519)
Si (-0.323, 0.221, -0.963)
H (1.309, -1.183, -2.165)
H (-0.127, -2.144, -1.630)
C (0.241, -1.205, -2.076)
C (-1.461, -0.317, 0.556)
F (-0.588, 0.130, 4.499)
C (-0.551, 1.405, 4.258)



Record 7
An isolated ion of composition C6H13I2N2 and charge +1, computed with wB97M-V/def2-TZVPD.

Computed properties:
**E_HOMO**: -13.04 eV
**Calculated total energy**: -941.02000 Eh
**HOMO-LUMO gap**: 8.043 eV
**Energy relative to the best compared isomer or geometry (same formula, charge and spin)**: 1.4556 eV
**Net charge**: +1

Atoms and positions in Å:
H (-0.323, -0.431, -2.234)
H (2.177, 1.415, -0.498)
C (1.150, 0.526, 1.705)
I (-3.291, 1.852, 1.213)
H (2.309, -1.206, 0.199)
H (0.981, 1.575, 1.945)
H (1.002, 0.964, -1.716)
H (2.229, 0.385, 1.716)
C (1.117, 1.237, -0.670)
H (-0.904, 1.196, 2.033)
C (-0.882, 0.081, 0.272)
H (-0.913, -2.078, -1.867)
H (0.796, -2.006, 0.585)
C (0.637, 0.140, 0.302)
H (0.735, -0.116, 2.480)
N (-1.620, -0.557, -0.594)
I (-3.497, -1.337, -0.102)
H (0.586, 2.170, -0.497)
H (-1.986, -0.890, -2.608)
C (-1.171, -1.019, -1.895)
C (1.247, -1.231, -0.030)
N (-1.536, 0.839, 1.332)
H (1.157, -1.510, -1.073)



Record 8
A 2-piece molecular cluster, C6H13IN2 overall, computed with wB97M-V/def2-TZVPD.

Computed properties:
**E_HOMO (alpha / beta)**: -6.71 / -7.86 eV
**Calculated total energy**: -643.43149 Eh
**HOMO-LUMO gap (alpha / beta)**: 6.841 / 8.435 eV
**Energy relative to the best compared isomer or geometry (same formula, charge and spin)**: 2.2352 eV
**Net charge**: 0

Atoms and positions in Å:
H (0.513, -1.274, 0.293)
H (2.916, 2.259, -1.306)
N (0.514, 0.837, 0.531)
H (0.001, 2.513, -0.181)
C (-1.782, 1.701, 0.502)
C (-2.257, 0.438, 1.354)
H (-1.702, -1.733, 1.409)
H (-1.963, 1.404, -0.560)
H (-2.318, 2.657, 0.934)
C (2.078, 0.496, -2.117)
H (-1.894, 0.627, 2.413)
I (0.450, 1.424, -3.019)
H (3.748, 0.941, -0.870)
H (-3.370, 0.359, 1.358)
C (-1.515, -0.813, 0.752)
H (-1.835, -0.812, -0.261)
H (4.051, 1.351, -2.596)
C (3.271, 1.309, -1.761)
H (2.265, -0.476, -2.607)
C (0.018, -0.475, 0.959)
H (0.179, -0.601, 2.036)
N (-0.285, 1.851, 0.444)



Which value of calculated total energy does entry 5 give? -1039.41662 Eh